Record 1
Computed, not measured: a cluster of 2 separate species, C4H12NO2 in total, with ωB97M-V with the def2-TZVPD basis set.

As for the charge: +1. Its highest occupied orbital energy is -0.534 Eh. The total energy is -364.60377 Eh. As for the gap between HOMO and LUMO: 11.4 eV. The calculation puts the energy above the lowest of the compared OMol25 structures with the same formula, charge and spin at 19.7 kcal/mol. The calculation puts the maximum force at 0.7 eV/Å.

Each atom is followed by the atoms it is bonded to, with distances in Å.
CARTESIAN COORDINATES (ANGSTROEM)
1 C -0.425 0.523 -2.636  C2 1.518, H5 1.089, H6 1.085, H7 1.092
2 C 0.029 0.251 -1.213  C1 1.518, N3 1.508, H8 1.082, H9 1.088
3 N 1.176 -0.728 -1.258  C2 1.508, C4 1.496, H10 1.023, H11 1.020
4 C 1.663 -1.279 0.044  N3 1.496, H12 1.083, H13 1.087, H14 1.085
5 H -0.707 -0.399 -3.142  C1 1.089
6 H -1.281 1.190 -2.629  C1 1.085
7 H 0.374 0.990 -3.215  C1 1.092
8 H 0.391 1.126 -0.690  C2 1.082
9 H -0.763 -0.229 -0.642  C2 1.088
10 H 1.940 -0.248 -1.740  N3 1.023
11 H 0.934 -1.510 -1.868  N3 1.020
12 H 2.127 -0.491 0.624  C4 1.083
13 H 2.396 -2.045 -0.193  C4 1.087
14 H 0.831 -1.729 0.575  C4 1.085
15 O -0.869 -0.725 1.848  C16 1.191
16 C -1.306 0.376 1.967  O15 1.191, O17 1.348, H18 1.102
17 O -0.546 1.477 1.800  C16 1.348, H19 0.971
18 H -2.357 0.577 2.233  C16 1.102
19 H -0.971 2.218 2.261  O17 0.971

Record 2
Computed, not measured: a cluster of 2 separate species, C4H12NO2 in total at a distorted geometry, with ωB97M-V with the def2-TZVPD basis set.

As for the charge: +1. Its highest occupied orbital energy is -0.491 Eh. The total energy is -364.51747 Eh. As for the gap between HOMO and LUMO: 9.5 eV. The calculation puts the energy above the lowest of the compared OMol25 structures with the same formula, charge and spin at 73.9 kcal/mol. The calculation puts the maximum force at 4.8 eV/Å.

Each atom is followed by the atoms it is bonded to, with distances in Å.
CARTESIAN COORDINATES (ANGSTROEM)
1 C 0.525 1.639 -0.575  C4 1.485, H8 1.101, H9 1.095, H10 1.143
2 C -2.298 -0.321 -0.572  N5 1.576, H11 1.020, H12 1.154, H13 1.043
3 C 1.432 -1.886 0.120  O7 1.375, H14 1.109, H15 1.144, H16 1.062
4 C 1.129 0.409 -0.002  C1 1.485, O6 1.300, O7 1.225
5 N -1.585 0.082 0.774  C2 1.576, H17 1.024, H18 1.051
6 O 1.935 0.478 1.016  C4 1.300, H19 1.038
7 O 1.014 -0.717 -0.469  C3 1.375, C4 1.225
8 H 0.003 2.332 0.102  C1 1.101
9 H 0.048 1.310 -1.504  C1 1.095
10 H 1.480 2.251 -0.717  C1 1.143
11 H -3.206 0.140 -0.645  C2 1.020
12 H -1.615 -0.001 -1.445  C2 1.154
13 H -2.378 -1.361 -0.557  C2 1.043
14 H 1.435 -2.587 -0.740  C3 1.109
15 H 1.023 -2.218 1.135  C3 1.144
16 H 2.466 -1.732 0.305  C3 1.062
17 H -1.623 1.103 0.852  N5 1.024
18 H -2.004 -0.358 1.631  N5 1.051
19 H 2.219 1.438 1.290  O6 1.038

Record 3
Computed, not measured: a cluster of 2 separate species, C4H12NO2 in total at a distorted geometry, with ωB97M-V with the def2-TZVPD basis set.

As for the charge: +1. Its highest occupied orbital energy is -0.539 Eh. The total energy is -364.53759 Eh. As for the gap between HOMO and LUMO: 11.4 eV. The calculation puts the energy above the lowest of the compared OMol25 structures with the same formula, charge and spin at 61.3 kcal/mol. The calculation puts the maximum force at 3.8 eV/Å.

Each atom is followed by the atoms it is bonded to, with distances in Å.
CARTESIAN COORDINATES (ANGSTROEM)
1 O -1.048 -2.038 -0.910  C2 1.203
2 C -1.889 -1.449 -0.284  O1 1.203, C3 1.490, H7 1.181
3 C -1.473 -0.216 0.442  C2 1.490, N4 1.509, H8 1.091, H9 1.191
4 N -0.206 0.301 -0.194  C3 1.509, C5 1.444, H10 1.014, H11 1.202
5 C 0.894 -0.019 0.685  N4 1.444, C6 1.483, H12 1.104, H13 1.160
6 C 1.046 0.942 1.805  C5 1.483, H14 1.051, H15 1.094, H16 1.136
7 H -3.010 -1.811 -0.198  C2 1.181
8 H -2.280 0.464 0.162  C3 1.091
9 H -1.441 -0.130 1.630  C3 1.191
10 H -0.228 1.288 -0.427  N4 1.014
11 H -0.114 -0.067 -1.335  N4 1.202
12 H 1.846 -0.123 0.136  C5 1.104
13 H 0.873 -1.079 1.155  C5 1.160
14 H 0.162 1.143 2.335  C6 1.051
15 H 1.487 1.898 1.506  C6 1.094
16 H 1.778 0.378 2.467  C6 1.136
17 H 1.319 -0.584 -3.035  O19 0.937
18 H 1.092 0.881 -3.368  O19 1.038
19 O 1.191 0.221 -2.573  H17 0.937, H18 1.038

Record 4
Computed, not measured: a cluster of 3 separate species, C4H12NO2 in total at a distorted geometry, with ωB97M-V with the def2-TZVPD basis set.

As for the charge: +2. Its highest occupied orbital energy (alpha / beta) is -0.605 / -0.605 Eh. The total energy is -364.05231 Eh. As for the gap between HOMO and LUMO (alpha / beta): 5.8 / 3.1 eV. The calculation puts the energy above the lowest of the compared OMol25 structures with the same formula, charge and spin at 24.6 kcal/mol. As for the spin multiplicity: 2. The calculation puts the maximum force at 2.3 eV/Å. As for the expectation value of S²: 0.758.

Each atom is followed by the atoms it is bonded to, with distances in Å.
CARTESIAN COORDINATES (ANGSTROEM)
1 C 2.238 1.569 1.326  C2 1.459, H6 1.104, H7 1.092, H8 1.092
2 C 1.303 1.047 0.335  C1 1.459, C3 1.390, H9 1.088
3 C 0.348 1.910 -0.189  C2 1.390, N4 1.409, H10 1.086
4 N -0.797 1.371 -0.808  C3 1.409, C5 1.285, H11 1.042
5 C -1.862 2.081 -0.920  N4 1.285, H12 1.094, H13 1.102
6 H 3.189 1.839 0.835  C1 1.104
7 H 1.891 2.407 1.935  C1 1.092
8 H 2.544 0.755 1.987  C1 1.092
9 H 1.379 0.000 0.053  C2 1.088
10 H 0.347 2.965 0.067  C3 1.086
11 H -0.733 0.350 -1.007  N4 1.042
12 H -2.865 1.785 -1.246  C5 1.094
13 H -1.856 3.176 -0.801  C5 1.102
14 H -1.531 -5.613 -0.152  O16 0.964
15 H -1.310 -5.262 -1.579  O16 0.966
16 O -1.028 -4.994 -0.694  H14 0.964, H15 0.966
17 H -0.294 -2.406 -0.251  O19 0.987
18 H -0.621 -1.496 1.010  O19 0.954
19 O -0.342 -1.485 0.098  H17 0.987, H18 0.954

Record 5
Computed, not measured: a cluster of 2 separate species, C4H12NO2S in total at a distorted geometry, with ωB97M-V with the def2-TZVPD basis set.

As for the charge: -1. Its highest occupied orbital energy is -0.118 Eh. The total energy is -762.98008 Eh. As for the gap between HOMO and LUMO: 6.5 eV. The calculation puts the energy above the lowest of the compared OMol25 structures with the same formula, charge and spin at 53.4 kcal/mol. The calculation puts the maximum force at 4.8 eV/Å.

Each atom is followed by the atoms it is bonded to, with distances in Å.
CARTESIAN COORDINATES (ANGSTROEM)
1 C 0.518 -1.013 0.461  O2 1.356, C3 1.518, H8 1.148, H9 1.166
2 O 0.633 -1.170 1.803  C1 1.356
3 C -0.040 0.317 -0.011  C1 1.518, C4 1.597, N7 1.475, H10 1.162
4 C -0.873 0.080 -1.353  C3 1.597, C5 1.600, H11 1.034, H12 1.056
5 C -0.908 1.389 -2.272  C4 1.600, S6 1.918, H13 1.040, H14 1.163
6 S -1.343 2.944 -1.237  C5 1.918, H15 1.344
7 N -0.787 0.803 1.164  C3 1.475, H16 1.032, H17 0.986
8 H 1.397 -1.367 -0.187  C1 1.148
9 H -0.303 -1.810 0.232  C1 1.166
10 H 0.789 1.106 -0.218  C3 1.162
11 H -0.627 -0.627 -2.066  C4 1.034
12 H -1.749 -0.418 -1.036  C4 1.056
13 H -1.460 1.341 -3.153  C5 1.040
14 H 0.207 1.558 -2.558  C5 1.163
15 H -1.583 2.597 0.039  S6 1.344
16 H -1.670 0.270 1.133  N7 1.032
17 H -0.406 0.393 1.976  N7 0.986
18 H 3.406 -2.024 2.151  O20 0.913
19 H 2.037 -1.882 2.531  O20 0.947
20 O 2.762 -2.487 2.601  H18 0.913, H19 0.947

Record 6
Computed, not measured: a cluster of 2 separate species, C4H12NO3 in total at a distorted geometry, with ωB97M-V with the def2-TZVPD basis set.

As for the charge: -1. Its highest occupied orbital energy is -0.120 Eh. The total energy is -440.04551 Eh. As for the gap between HOMO and LUMO: 7.1 eV. The calculation puts the energy above the lowest of the compared OMol25 structures with the same formula, charge and spin at 39.3 kcal/mol. The calculation puts the maximum force at 2.8 eV/Å.

Each atom is followed by the atoms it is bonded to, with distances in Å.
CARTESIAN COORDINATES (ANGSTROEM)
1 C 0.615 -1.165 0.944  N2 1.511, H8 1.110, H9 1.082, H10 1.091
2 N -0.376 -0.684 -0.091  C1 1.511, C3 1.473, H11 1.021
3 C -0.291 0.730 -0.493  N2 1.473, C4 1.496, C6 1.633, H12 1.094
4 C -0.058 1.677 0.642  C3 1.496, O5 1.419, H13 1.089, H14 1.090
5 O 1.316 1.772 0.982  C4 1.419, H15 0.963
6 C 0.875 0.873 -1.627  C3 1.633, O7 1.342, H16 1.114, H17 1.108
7 O 1.694 -0.190 -1.589  C6 1.342
8 H -0.012 -1.480 1.804  C1 1.110
9 H 1.153 -2.028 0.573  C1 1.082
10 H 1.213 -0.426 1.480  C1 1.091
11 H 0.164 -1.074 -0.865  N2 1.021
12 H -1.265 0.843 -0.976  C3 1.094
13 H -0.444 2.668 0.409  C4 1.089
14 H -0.522 1.253 1.532  C4 1.090
15 H 1.785 1.148 0.417  O5 0.963
16 H 0.321 0.993 -2.587  C6 1.114
17 H 1.357 1.850 -1.425  C6 1.108
18 H -1.773 -2.285 0.058  O20 0.974
19 H -3.095 -1.830 0.551  O20 0.967
20 O -2.657 -2.642 0.260  H18 0.974, H19 0.967

Record 7
Computed, not measured: the molecule C4H12NOP at a distorted geometry, with ωB97M-V with the def2-TZVPD basis set.

Its highest occupied orbital energy is -0.326 Eh. The total energy is -630.81137 Eh. As for the gap between HOMO and LUMO: 10.0 eV. The calculation puts the energy above the lowest of the compared OMol25 structures with the same formula, charge and spin at 131.3 kcal/mol. The calculation puts the maximum force at 3.6 eV/Å.

Each atom is followed by the atoms it is bonded to, with distances in Å.
CARTESIAN COORDINATES (ANGSTROEM)
1 C 0.208 2.056 -1.261  O2 1.516, H8 1.055, H9 1.042, H10 1.080
2 O 0.246 1.251 0.023  C1 1.516, N3 1.472
3 N 0.651 -0.130 -0.283  O2 1.472, C4 1.446, C5 1.462
4 C 1.841 -0.422 0.485  N3 1.446, H11 1.146, H12 1.054, H13 1.190
5 C -0.445 -1.029 0.074  N3 1.462, C6 1.611, P7 1.888, H14 1.122
6 C -0.872 -1.225 1.615  C5 1.611, H15 1.094, H16 1.091, H17 1.068
7 P -2.036 -0.588 -0.841  C5 1.888, H18 1.365, H19 1.403
8 H -0.736 2.030 -1.732  C1 1.055
9 H 1.009 1.749 -1.852  C1 1.042
10 H 0.348 3.068 -0.912  C1 1.080
11 H 2.555 0.475 0.476  C4 1.146
12 H 1.618 -0.723 1.470  C4 1.054
13 H 2.291 -1.342 -0.122  C4 1.190
14 H -0.262 -2.057 -0.337  C5 1.122
15 H -0.707 -2.270 1.893  C6 1.094
16 H -1.932 -0.973 1.670  C6 1.091
17 H -0.198 -0.573 2.126  C6 1.068
18 H -2.036 0.725 -0.466  P7 1.365
19 H -1.542 -0.021 -2.026  P7 1.403

Record 8
Computed, not measured: a cluster of 2 separate species, C4H12NOS in total at a distorted geometry, with ωB97M-V with the def2-TZVPD basis set.

As for the charge: -1. Its highest occupied orbital energy is -0.085 Eh. The total energy is -687.75910 Eh. As for the gap between HOMO and LUMO: 5.5 eV. The calculation puts the energy above the lowest of the compared OMol25 structures with the same formula, charge and spin at 43.3 kcal/mol. The calculation puts the maximum force at 3.6 eV/Å.

Each atom is followed by the atoms it is bonded to, with distances in Å.
CARTESIAN COORDINATES (ANGSTROEM)
1 C -0.701 -1.485 -0.607  C2 1.506, C4 1.627, H7 1.132, H8 1.067
2 C -1.925 -1.577 0.267  C1 1.506, S3 1.854, H9 1.122, H10 1.065
3 S -2.869 -3.171 0.207  C2 1.854
4 C -0.248 0.069 -0.773  C1 1.627, N5 1.461, H11 1.164, H12 1.102
5 N 0.972 0.467 -0.077  C4 1.461, C6 1.479, H13 1.036
6 C 0.745 0.802 1.346  N5 1.479, H14 1.173, H15 1.135, H16 1.179
7 H 0.122 -2.167 -0.235  C1 1.132
8 H -0.826 -2.000 -1.532  C1 1.067
9 H -2.626 -0.734 0.030  C2 1.122
10 H -1.582 -1.562 1.275  C2 1.065
11 H -0.235 0.297 -1.914  C4 1.164
12 H -1.101 0.696 -0.466  C4 1.102
13 H 1.672 -0.296 -0.107  N5 1.036
14 H 0.218 1.842 1.468  C6 1.173
15 H 1.686 0.684 1.968  C6 1.135
16 H -0.007 0.053 1.861  C6 1.179
17 H 1.826 3.329 -0.794  O19 1.032
18 H 2.445 2.068 -0.592  O19 0.961
19 O 2.432 2.686 -1.327  H17 1.032, H18 0.961